No. 1
{
  "formula": "C4H6N4",
  "method": "ωB97M-V with the def2-TZVPD basis set",
  "species": ["C", "N", "C", "N", "C", "H", "C", "N", "H", "H", "H", "H", "N", "H"],
  "xyz": [[-1.854, -0.516, -0.123], [0.486, -0.618, 0.471], [-0.599, 0.168, 0.049], [-0.668, 1.434, -0.068], [2.475, -1.325, -0.157], [3.432, -1.194, -0.744], [-2.906, -1.131, -0.101], [0.456, 2.206, 0.125], [0.256, -1.636, 0.568], [-3.806, -1.710, -0.229], [1.332, 1.735, -0.131], [0.388, 3.135, -0.350], [1.654, -0.346, -0.184], [2.203, -2.240, 0.468]],
  "forces_ev_per_a": [[-1.5, -1.2, 0.6], [-0.6, -0.5, 0.0], [-1.1, 0.3, 0.4], [0.7, 0.7, -0.6], [0.6, 0.2, -0.2], [-1.1, -0.4, 1.1], [1.3, 0.5, -0.4], [0.5, 0.6, -0.5], [0.2, 1.3, -0.1], [0.4, 0.4, 0.2], [-0.5, 0.3, 0.2], [-0.3, -1.4, 0.6], [0.8, -1.6, 0.0], [0.7, 0.9, -1.1]],
  "nbo_charge": [-0.055, -0.455, 0.233, -0.209, -0.143, 0.206, -0.208, -0.649, 0.373, 0.240, 0.375, 0.369, -0.236, 0.158],
  "e_lumo_ev": 0.846,
  "e_homo_ev": -8.17,
  "multiplicity": 1,
  "e_above_lowest_ev": 4.868,
  "max_force_ev_per_a": 2.03
}

No. 2
{
  "formula": "C41H39N6O4P2Sn",
  "method": "ωB97M-V with the def2-TZVPD basis set",
  "species": ["C", "P", "H", "C", "O", "C", "H", "C", "C", "H", "H", "C", "H", "C", "H", "O", "Sn", "H", "H", "H", "H", "C", "C", "C", "H", "H", "O", "H", "H", "N", "H", "N", "C", "H", "H", "H", "C", "H", "C", "C", "C", "C", "C", "N", "H", "C", "H", "H", "C", "P", "C", "C", "C", "H", "C", "H", "C", "C", "C", "C", "C", "C", "H", "N", "H", "N", "H", "C", "H", "N", "H", "H", "C", "C", "C", "H", "C", "H", "C", "C", "C", "H", "H", "O", "H", "H", "H", "C", "H", "H", "C", "C", "C"],
  "xyz": [[2.777, 0.417, 5.993], [3.009, -1.279, 1.703], [-6.782, -2.323, 0.730], [3.656, -2.970, 1.748], [0.351, 0.429, 2.098], [-10.222, 3.601, -0.691], [0.676, 0.638, 5.591], [3.883, -3.669, 2.930], [5.591, -0.731, 0.625], [-10.380, 4.692, 1.161], [3.711, -3.197, 3.889], [4.347, -0.243, 1.014], [5.599, 1.420, -3.751], [4.305, -4.925, 0.484], [-8.271, 0.885, -1.283], [-2.335, -2.374, 0.925], [-0.016, -1.307, 0.747], [4.904, -6.630, 1.641], [5.078, -0.850, 3.851], [2.708, 0.832, 6.989], [4.944, 3.080, 0.633], [5.386, -0.631, -4.141], [5.119, 2.011, 0.606], [-3.406, -0.298, 0.820], [4.462, -5.416, -0.467], [-10.832, 4.452, -3.277], [0.099, -1.593, 2.877], [-8.736, 3.221, 2.337], [4.504, -5.519, 3.811], [-2.206, 0.275, 0.870], [4.382, 1.273, -5.755], [-7.540, 1.247, 1.315], [4.550, -5.609, 1.669], [-12.437, 4.900, -2.641], [4.429, -2.287, -2.340], [1.462, 1.068, -3.622], [-8.382, 1.977, 0.602], [4.888, 0.082, 6.124], [-8.999, 3.067, 1.299], [3.678, -1.905, -3.036], [-11.609, 4.206, -2.557], [1.748, -0.227, 3.942], [-2.149, 1.595, 1.005], [-7.023, 0.178, 0.905], [4.984, 0.464, -1.669], [6.362, 1.518, 0.221], [-5.428, 2.397, 1.092], [-1.160, 2.032, 1.063], [4.329, -4.984, 2.887], [2.787, -0.472, -2.251], [0.628, -0.436, 2.993], [4.114, 1.136, 0.984], [-4.675, -2.493, 0.693], [-9.880, 2.329, -2.431], [2.979, -0.667, 3.431], [3.913, -1.016, -6.270], [4.111, -0.539, 4.229], [3.813, 1.165, -4.830], [4.006, -0.007, 5.505], [4.204, 0.725, -2.386], [-4.604, 0.409, 0.874], [-8.718, 1.726, -0.768], [6.075, -0.924, -3.350], [4.334, -1.567, -4.302], [3.640, -3.095, -0.403], [4.828, 0.749, -3.755], [7.156, 2.201, -0.054], [3.389, -1.110, -5.318], [5.797, -1.794, 0.665], [2.799, 0.183, -4.972], [-4.640, -3.574, 0.661], [1.111, -0.601, -4.028], [3.850, -3.618, 0.526], [-3.395, -1.789, 0.791], [1.635, 0.312, 5.211], [7.565, -0.238, -0.056], [1.922, 0.093, -3.799], [2.597, -1.848, -5.430], [-4.533, 1.794, 1.025], [-3.289, 2.389, 1.098], [-5.825, -1.818, 0.735], [-11.965, 3.186, -2.679], [3.154, 1.525, 1.311], [-11.101, 4.397, -1.211], [2.967, -2.715, -3.210], [3.869, 1.736, -2.155], [-3.188, 3.456, 1.233], [-5.865, -0.357, 0.843], [3.408, 2.130, -4.528], [5.926, -0.485, -5.076], [-9.888, 3.866, 0.667], [-9.614, 2.518, -1.403], [6.592, 0.149, 0.220]],
  "forces_ev_per_a": [[0.0, 0.0, 0.0], [0.0, -0.1, 0.0], [0.0, 0.0, 0.0], [0.0, 0.0, 0.1], [0.3, -0.1, 0.4], [-0.1, 0.1, -0.1], [0.0, 0.0, 0.0], [0.0, 0.0, 0.0], [0.0, 0.0, 0.0], [0.0, 0.0, 0.0], [0.0, 0.0, 0.0], [0.1, 0.0, 0.1], [0.0, 0.0, 0.0], [0.0, 0.0, 0.0], [0.0, 0.0, 0.0], [0.2, -0.2, -0.1], [-0.3, 0.1, -0.3], [0.0, 0.0, 0.0], [0.0, 0.0, 0.0], [0.0, 0.0, 0.0], [0.0, 0.0, 0.0], [0.0, 0.1, 0.0], [0.0, 0.0, 0.0], [0.0, 0.0, 0.0], [0.0, 0.0, 0.0], [0.0, 0.0, 0.0], [0.0, 0.0, 0.1], [0.0, 0.0, 0.0], [0.0, 0.0, 0.0], [-0.1, 0.0, 0.0], [0.0, 0.0, 0.0], [0.0, 0.3, -0.1], [0.0, 0.0, 0.0], [0.0, 0.0, 0.0], [0.0, 0.0, 0.0], [0.0, 0.0, 0.0], [0.2, -0.1, 0.2], [0.0, 0.0, 0.0], [-0.1, 0.1, 0.0], [0.1, 0.0, 0.0], [0.0, 0.0, 0.0], [0.1, -0.2, 0.0], [0.0, 0.1, 0.0], [-0.2, -0.5, 0.1], [-0.1, 0.0, 0.0], [0.0, 0.0, 0.0], [0.0, 0.0, 0.0], [0.0, 0.0, 0.0], [0.0, 0.0, 0.0], [0.0, 0.1, -0.1], [-0.2, 0.3, -0.2], [0.0, 0.0, 0.0], [0.1, 0.0, 0.1], [0.0, 0.0, 0.0], [-0.1, 0.1, 0.0], [0.0, 0.0, 0.0], [0.0, 0.0, 0.0], [0.0, 0.0, 0.0], [0.0, 0.0, 0.0], [0.0, 0.0, 0.0], [0.0, 0.0, 0.0], [0.0, 0.0, -0.1], [0.0, 0.0, 0.0], [0.0, 0.0, 0.0], [0.0, 0.0, 0.0], [0.0, 0.0, 0.0], [0.0, 0.0, 0.0], [0.0, 0.0, 0.0], [0.0, 0.0, 0.0], [0.0, 0.0, 0.0], [0.0, 0.0, 0.0], [0.0, 0.0, 0.0], [0.0, 0.0, 0.0], [0.0, 0.0, 0.2], [0.0, 0.0, 0.0], [0.0, 0.0, 0.0], [0.0, 0.0, -0.1], [0.0, 0.0, 0.0], [0.0, 0.0, 0.0], [0.0, 0.0, 0.0], [0.0, 0.0, 0.0], [0.0, 0.0, 0.0], [0.0, 0.0, 0.0], [0.0, -0.1, 0.1], [0.0, 0.0, 0.0], [0.0, 0.0, 0.0], [0.0, 0.0, 0.0], [0.2, 0.2, 0.0], [0.0, 0.0, 0.0], [0.0, 0.0, 0.0], [0.0, 0.0, 0.1], [0.0, 0.0, 0.0], [0.0, 0.0, 0.0]],
  "mulliken_charge": [-0.613, 0.947, 0.506, 0.514, -0.390, 0.937, 0.530, -0.604, -0.493, 0.470, 0.430, 0.817, 0.372, -0.466, 0.434, -0.594, 0.864, 0.418, 0.519, 0.443, 0.506, -0.810, -0.780, 0.101, 0.455, 0.377, -0.708, 0.496, 0.448, -0.029, 0.367, -0.570, -0.648, 0.252, 0.508, 0.454, 0.423, 0.465, -0.087, -1.133, -0.825, 0.543, -0.479, -0.089, 0.082, -0.522, 0.448, 0.547, -0.705, 0.696, 0.270, -0.463, -1.037, 0.455, -0.448, 0.321, 0.118, -0.786, -0.820, -0.883, 0.781, -0.490, 0.372, 0.224, 0.261, 0.120, 0.452, -0.886, 0.509, 0.166, 0.470, 0.441, -0.339, 0.797, -0.492, 0.514, -0.990, 0.385, -0.229, -1.052, -0.418, 0.370, 0.394, -0.354, 0.485, 0.640, 0.457, 0.369, 0.366, 0.351, -0.775, -0.584, -0.864],
  "e_lumo_ev": [-9.050, -9.050],
  "e_homo_ev": [-14.19, -14.19],
  "multiplicity": 1,
  "e_above_lowest_ev": 0.909,
  "max_force_ev_per_a": 0.54,
  "total_charge": 3
}

No. 3
{
  "formula": "C2H5PSi",
  "method": "ωB97M-V with the def2-TZVPD basis set",
  "species": ["C", "H", "P", "H", "H", "C", "H", "Si", "H"],
  "xyz": [[-0.162, -0.308, 0.744], [-0.163, -1.134, -1.436], [-1.569, 0.530, -0.022], [1.101, 2.165, 0.218], [-0.127, -1.355, 1.240], [-0.254, -0.287, -0.813], [2.529, 0.578, -0.393], [1.203, 0.805, -0.019], [-2.558, -0.995, 0.481]],
  "forces_ev_per_a": [[2.6, -1.6, 0.1], [-0.1, -0.6, -0.6], [-3.3, -2.4, 1.4], [-0.6, 2.0, 0.2], [-0.3, 2.3, -0.6], [2.1, 1.6, 0.7], [1.5, -0.9, -0.3], [-3.3, -3.0, 0.1], [1.4, 2.6, -1.1]],
  "nbo_charge": [-0.867, 0.252, 0.623, -0.176, 0.268, -0.866, -0.158, 1.021, -0.096],
  "e_lumo_ev": 0.454,
  "e_homo_ev": -8.88,
  "multiplicity": 1,
  "e_above_lowest_ev": 1.231,
  "max_force_ev_per_a": 4.46
}

No. 4
{
  "formula": "C7H11N2",
  "method": "ωB97M-V with the def2-TZVPD basis set",
  "species": ["C", "N", "H", "H", "C", "N", "H", "H", "H", "H", "C", "C", "C", "C", "C", "H", "H", "H", "H", "H"],
  "xyz": [[2.939, -0.339, -0.164], [-2.865, 0.589, 0.670], [3.570, 0.220, -0.943], [-3.077, 0.922, -1.454], [-1.694, 0.331, 1.411], [1.615, 0.188, -0.061], [0.367, -0.561, -1.713], [1.037, -0.062, 1.925], [-1.739, 0.174, 2.427], [0.857, -1.403, 0.880], [-2.516, 0.590, -0.602], [-0.637, -0.225, -1.873], [0.692, -0.333, 0.921], [-0.644, 0.113, 0.597], [-1.151, 0.147, -0.681], [1.749, 1.171, -0.050], [-1.408, -0.296, -2.733], [3.587, -0.460, 0.707], [3.079, -1.470, -0.377], [-3.759, 0.702, 1.114]],
  "forces_ev_per_a": [[2.9, -2.5, -1.1], [1.4, 0.1, -0.8], [-1.2, -0.8, 1.1], [-0.7, -0.2, 0.1], [0.3, -0.3, -0.7], [0.5, -0.3, -1.1], [0.7, -0.4, -1.3], [-0.5, 0.1, 0.3], [-0.2, 0.0, 2.1], [-0.6, -0.5, -0.1], [-0.5, -0.4, 0.3], [-2.2, -0.3, -0.1], [2.7, 0.1, 0.8], [-0.6, -0.5, 2.5], [-1.7, 1.5, -3.2], [-0.5, 1.1, 0.3], [2.1, 0.2, 1.0], [-0.3, 1.3, 0.9], [-1.3, 1.5, -0.7], [-0.4, 0.4, -0.3]],
  "nbo_charge": [-0.448, -0.432, 0.227, 0.248, -0.002, -0.647, 0.267, 0.211, 0.235, 0.232, 0.197, -0.071, -0.260, -0.026, -0.197, 0.375, 0.243, 0.190, 0.201, 0.457],
  "e_lumo_ev": -5.634,
  "e_homo_ev": -12.38,
  "multiplicity": 1,
  "e_above_lowest_ev": 3.331,
  "max_force_ev_per_a": 3.98,
  "total_charge": 1
}